Entry from the OMol25 dataset: an isolated molecule of C8H6N2O in a non-equilibrium geometry (wB97M-V/def2-TZVPD).

Each line ends with the Mulliken charge.
Positions of all 17 atoms, in Å:
C -1.54468 1.76714 1.80726  -0.63
C -0.43125 1.08011 2.26230  -0.45
C 0.26147 0.29058 1.32722  -0.29
C -0.29579 0.18794 0.07613  0.54
C 0.45287 -0.63692 -0.99267  0.38
N 0.19903 -0.73660 -2.21662  -0.50
C 1.17089 -1.72161 -2.65419  -0.48
C 1.89876 -2.16055 -1.59600  -0.28
O 1.43410 -1.49276 -0.50628  -0.31
N -1.30802 0.85064 -0.45089  -0.42
C -1.93808 1.63555 0.54915  -0.16
H -1.97728 2.40280 2.30383  0.67
H -0.08088 1.42674 3.13418  0.46
H 1.22056 -0.33870 1.91540  0.17
H 1.31949 -2.04029 -3.60464  0.50
H 2.42408 -2.85301 -1.30897  0.56
H -2.80527 2.33894 -0.04523  0.24

The calculation puts the largest force on an atom at 10.6 eV/A. The calculation puts the relative energy (zero: lowest compared OMol25 entry of this formula, charge and spin) at 433.22 kJ/mol. The calculation puts the orbital gap at 9.575 eV. As for the highest occupied orbital energy: -9.144 eV.

Entry from the OMol25 dataset: a structure of composition CH61O33Tl in a non-equilibrium geometry (wB97M-V/def2-TZVPD).

Each line ends with the Mulliken charge.
Positions of all 96 atoms, in Å:
Tl -2.00038 -3.21388 -3.04510  0.88
O -1.34948 -0.37840 0.63334  -0.07
C -0.30614 -0.76664 -0.02678  0.25
O -0.48273 -1.18860 -1.22175  0.19
O 0.88550 -0.64813 0.45207  0.22
H -0.86885 -0.05519 1.39892  -0.08
O 3.25468 0.78254 -0.00077  -0.49
H 3.60659 0.88901 0.88301  0.36
H 2.35496 0.48468 0.13344  0.07
O 1.91711 -0.27506 -2.57438  -0.29
H 2.52258 0.44856 -2.41312  0.20
H 1.71453 -0.61707 -1.70363  -0.24
O 0.05304 -1.43980 -4.17087  -0.38
H 0.67586 -1.15057 -3.50403  0.07
H 0.40202 -1.09273 -4.99183  0.31
O 5.18274 1.19638 -1.91953  -0.59
H 4.88880 2.08615 -2.11487  0.30
H 4.50240 0.83871 -1.34904  0.30
O -6.07362 2.09919 0.85091  -0.42
H -5.63861 1.27652 0.62681  0.29
H -5.37060 2.74879 0.85590  0.44
O -1.93944 0.12048 4.94499  -0.61
H -1.40136 0.12029 5.73663  0.27
H -2.79366 -0.19929 5.23533  0.28
O 0.40515 3.46319 -0.63127  -0.70
H 0.57677 3.36990 -1.56833  0.28
H 1.24043 3.74940 -0.26164  0.22
O -5.30743 1.82878 -2.17073  -0.55
H -4.58637 2.29560 -1.74838  0.27
H -5.04356 1.75918 -3.08820  0.26
O 4.32666 2.27230 2.16171  -0.70
H 3.73249 2.83397 2.65942  0.30
H 4.84755 2.87976 1.63646  0.28
O 1.82300 -3.92602 0.37757  -0.64
H 1.85540 -3.92574 1.33422  0.39
H 2.28401 -3.12716 0.12159  0.19
O -1.48915 -4.31913 -0.14825  -0.49
H -0.62126 -4.28773 0.25426  0.27
H -1.84801 -5.16476 0.12078  0.27
O -0.96040 1.50716 -2.41834  -0.36
H -0.56955 2.06420 -1.74516  0.11
H -0.51794 0.66420 -2.31896  0.36
O 1.78054 -1.14957 3.23911  -0.54
H 1.22153 -0.53536 3.71501  0.29
H 1.68209 -0.90103 2.31999  0.23
O 4.26530 0.74661 4.44985  -0.62
H 4.35354 1.18343 3.60271  0.40
H 4.10675 -0.17165 4.23099  0.30
O -1.19209 3.58480 1.53786  -0.63
H -0.66325 3.59039 0.74003  0.42
H -0.55756 3.47207 2.24559  0.16
O -3.38552 -1.61459 -0.88905  -0.27
H -4.25027 -1.25289 -0.69510  0.30
H -2.78681 -1.11680 -0.33230  0.25
O -4.92942 -2.13159 3.03687  -0.65
H -4.69836 -3.01160 2.73950  0.31
H -5.88306 -2.09582 2.96251  0.32
O -2.93579 -0.45312 -3.66734  -0.47
H -3.56506 -0.00188 -4.23004  0.28
H -2.63997 0.21771 -3.05197  0.16
O 2.34757 -3.80931 3.04974  -0.68
H 3.29684 -3.84390 3.16774  0.32
H 2.10531 -2.92124 3.31217  0.41
O 2.68867 -3.40502 -4.21275  -0.71
H 2.55107 -2.48240 -4.42736  0.39
H 2.03642 -3.87263 -4.73443  0.31
O -1.88593 2.95429 -4.73011  -0.59
H -1.51708 2.56063 -3.93941  0.35
H -1.48665 2.46592 -5.45004  0.31
O 5.04676 -2.74031 -2.64324  -0.54
H 4.72098 -2.48639 -1.77975  0.38
H 4.30762 -2.58961 -3.23246  0.36
O -4.22590 0.22002 1.41547  -0.24
H -3.31022 0.45811 1.27030  0.09
H -4.18900 -0.50986 2.03363  0.33
O 0.24355 3.87548 4.04772  -0.60
H 0.79925 4.58099 3.71651  0.27
H 0.42878 3.84462 4.98632  0.27
O 2.45907 -0.82340 -5.48333  -0.68
H 2.52582 -0.34529 -6.30988  0.30
H 2.68794 -0.17859 -4.81394  0.26
O 0.12112 1.08832 3.23810  -0.42
H 0.27143 1.99319 3.51167  0.12
H -0.64185 0.80830 3.74378  0.33
O -3.87429 2.55278 3.90301  -0.61
H -4.04813 2.55906 2.96175  0.33
H -3.06078 2.05656 3.99349  0.32
O 3.92585 -2.04452 0.08708  -0.64
H 4.70420 -2.21425 0.61772  0.27
H 3.65964 -1.15734 0.32843  0.20
O -3.72353 3.44425 0.61897  -0.52
H -2.84977 3.42386 1.00929  0.39
H -3.58441 3.78937 -0.26294  0.22
O 0.84266 -3.87900 -2.17291  -0.31
H 1.56950 -3.51997 -2.68185  0.29
H 1.25117 -4.21486 -1.37506  0.43

The calculation puts the largest force on an atom at 3.3 eV/A. The charge is +2. The calculation puts the relative energy (zero: lowest compared OMol25 entry of this formula, charge and spin) at 0.00 kJ/mol. The calculation puts the orbital gap at 1.839 eV. As for the highest occupied orbital energy: -15.112 eV.

Copy entry 1 word for word.
Entry from the OMol25 dataset: an isolated molecule of C8H6N2O in a non-equilibrium geometry (wB97M-V/def2-TZVPD).

Each line ends with the Mulliken charge.
Positions of all 17 atoms, in Å:
C -1.54468 1.76714 1.80726  -0.63
C -0.43125 1.08011 2.26230  -0.45
C 0.26147 0.29058 1.32722  -0.29
C -0.29579 0.18794 0.07613  0.54
C 0.45287 -0.63692 -0.99267  0.38
N 0.19903 -0.73660 -2.21662  -0.50
C 1.17089 -1.72161 -2.65419  -0.48
C 1.89876 -2.16055 -1.59600  -0.28
O 1.43410 -1.49276 -0.50628  -0.31
N -1.30802 0.85064 -0.45089  -0.42
C -1.93808 1.63555 0.54915  -0.16
H -1.97728 2.40280 2.30383  0.67
H -0.08088 1.42674 3.13418  0.46
H 1.22056 -0.33870 1.91540  0.17
H 1.31949 -2.04029 -3.60464  0.50
H 2.42408 -2.85301 -1.30897  0.56
H -2.80527 2.33894 -0.04523  0.24

The calculation puts the largest force on an atom at 10.6 eV/A. The calculation puts the relative energy (zero: lowest compared OMol25 entry of this formula, charge and spin) at 433.22 kJ/mol. The calculation puts the orbital gap at 9.575 eV. As for the highest occupied orbital energy: -9.144 eV.

Look up the highest occupied orbital energy of the second one.
-15.112 eV

What is the relative energy (zero: lowest compared OMol25 entry of this formula, charge and spin) in the first record?
433.22 kJ/mol